Entry 1:
The following is a quantum chemistry calculation of a structure of composition C18H18ClIrN3O9P2S2, from OMol25.

Last column: Mulliken spin population.
Geometry (Å):
Ir 0.583 -0.758 0.512  0.31
O 3.376 0.378 2.145  0.00
P 2.640 -0.811 2.913  0.01
O 3.442 -1.543 3.882  0.00
O 1.929 -1.640 1.815  -0.01
O 1.419 -0.052 3.703  0.00
P 0.446 1.107 3.208  0.00
O 1.455 2.267 2.685  0.00
O -0.441 1.601 4.261  0.00
O -0.191 0.538 1.927  0.02
H 3.001 1.257 2.318  0.00
H 1.464 2.994 3.320  0.00
O 4.551 -0.950 -1.686  0.00
C 4.140 -0.186 -2.713  0.00
C 5.073 0.026 -3.732  0.00
C 4.757 0.798 -4.826  0.00
C 3.497 1.389 -4.939  0.00
C 2.572 1.186 -3.941  0.00
C 2.867 0.399 -2.819  0.00
C 1.830 0.210 -1.791  -0.01
O 2.123 -0.602 -0.790  0.04
N 0.686 0.807 -1.910  0.00
N -0.188 0.541 -0.846  0.00
C -1.328 1.138 -0.935  0.01
S -1.649 2.209 -2.275  0.00
C -3.434 2.276 -1.960  0.00
C -3.665 2.197 -0.466  0.00
S -2.602 0.895 0.211  0.01
H 3.844 -1.014 -1.021  0.00
H 6.047 -0.433 -3.625  0.00
H 5.497 0.948 -5.602  0.00
H 3.250 1.999 -5.797  0.00
H 1.589 1.631 -4.002  0.00
H -3.914 1.444 -2.475  0.00
H -3.805 3.213 -2.373  0.00
H -4.693 1.926 -0.227  0.00
H -3.421 3.137 0.027  0.00
N -0.425 -2.919 -1.333  -0.02
C 0.043 -2.108 -0.652  0.04
H -0.764 -3.642 -1.928  0.00
Cl -6.229 -0.175 2.689  0.01
C -4.645 -0.855 2.493  0.11
C -4.419 -1.751 1.456  -0.05
C -3.146 -2.249 1.274  0.12
C -2.089 -1.878 2.123  -0.04
C -0.766 -2.387 1.897  0.33
C -2.367 -1.007 3.192  0.08
C -3.631 -0.487 3.370  -0.04
H -5.232 -2.037 0.803  0.00
H -2.956 -2.937 0.458  0.01
H -0.703 -3.261 1.264  0.01
H -0.010 -2.312 2.665  0.01
H -1.583 -0.726 3.881  0.01
H -3.828 0.211 4.171  0.00

The energy above the lowest of the compared OMol25 structures with the same formula, charge and spin is 17.2 kcal per mole. The multiplicity is 2. For the LUMO energy (spin up / spin down), the calculation gives -0.763 / -2.364 eV. Its expectation value of S² is 0.80. Its HOMO-LUMO gap (spin up / spin down) is 7.50 / 6.11 eV.

=====

Entry 2:
The following is a quantum chemistry calculation of an isolated molecule of C18H18F3NO6S2, from OMol25.

Last column: Mulliken charge in e.
Geometry (Å):
C 0.312 -3.277 3.157  -1.26
C -0.851 -3.220 2.158  0.00
O -1.867 -2.367 2.775  -0.27
C -2.956 -2.191 1.990  0.45
O -3.124 -2.672 0.874  -0.57
C -4.083 -1.305 2.528  -0.61
N -4.312 0.007 1.798  0.01
C -5.580 0.704 2.056  -0.98
S -3.000 1.164 1.959  1.30
O -3.444 2.512 1.566  -0.67
O -2.579 1.166 3.345  -0.68
C -1.725 0.664 0.772  0.10
C -0.343 0.832 1.072  -0.58
C 0.614 0.474 0.154  -0.51
C 0.259 0.009 -1.107  0.67
C 1.309 -0.347 -2.104  0.15
C 1.207 0.168 -3.476  -1.22
C 2.269 -0.186 -4.247  0.48
C 2.424 0.149 -5.641  0.39
O 3.378 -0.350 -6.175  -0.57
O 1.529 0.993 -6.259  -0.32
C 1.818 1.321 -7.594  -0.65
S 3.400 -1.215 -3.412  -0.25
C 2.458 -1.107 -1.923  0.05
C 2.975 -1.799 -0.696  0.74
F 3.642 -2.912 -1.046  -0.28
F 3.844 -1.016 -0.002  -0.25
F 1.938 -2.125 0.090  -0.14
C -1.099 -0.156 -1.421  -0.78
C -2.068 0.157 -0.475  -0.31
H 1.129 -3.869 2.765  0.40
H -0.041 -3.679 4.118  0.38
H 0.704 -2.222 3.359  0.25
H -1.223 -4.227 2.008  0.32
H -0.520 -2.824 1.209  0.19
H -4.994 -1.872 2.428  0.50
H -3.905 -1.114 3.624  0.29
H -6.381 -0.076 2.087  0.35
H -5.612 1.244 2.996  0.39
H -5.742 1.393 1.227  0.29
H -0.068 1.225 2.058  0.45
H 1.660 0.590 0.451  0.45
H 0.450 0.787 -3.861  0.67
H 2.783 1.818 -7.717  0.30
H 1.032 1.970 -7.917  0.25
H 1.796 0.437 -8.252  0.29
H -1.364 -0.540 -2.429  0.43
H -3.132 -0.036 -0.714  0.37

Its SMILES is CCOC(=O)CN(C)S(=O)(=O)c1ccc(-c2cc(C(=O)OC)sc2C(F)(F)F)cc1. The energy above the lowest of the compared OMol25 structures with the same formula, charge and spin is 34.6 kcal per mole. The multiplicity is 1. For the LUMO energy, the calculation gives -0.571 eV. Its HOMO-LUMO gap is 8.86 eV.

=====

Entry 3:
The following is a quantum chemistry calculation of a structure of composition C18H18F5N4OTeTi, from OMol25.

Last column: Mulliken charge in e.
Geometry (Å):
Ti 0.518 0.680 -0.081  0.58
C -0.562 -2.319 -0.294  -1.39
N -0.862 -1.001 -0.898  0.71
C -0.876 -1.056 -2.377  -1.15
C -0.237 0.150 -3.009  1.09
C -0.649 0.658 -4.225  -1.10
C 0.116 1.658 -4.810  -0.28
C 1.255 2.109 -4.162  -0.99
C 1.565 1.585 -2.921  -0.02
N 0.824 0.627 -2.357  0.19
C -2.169 -0.498 -0.403  -1.32
C -2.110 -0.199 1.074  0.62
C -3.189 -0.425 1.906  -1.02
C -3.082 -0.088 3.248  -0.39
C -1.896 0.454 3.716  -1.03
C -0.856 0.641 2.826  -0.21
N -0.957 0.313 1.534  0.60
C 0.518 -2.275 0.757  1.04
C 0.674 -3.322 1.647  -1.05
C 1.721 -3.272 2.553  -0.33
C 2.577 -2.179 2.540  -0.83
C 2.342 -1.167 1.633  -0.18
N 1.323 -1.209 0.758  0.17
H -0.225 -3.002 -1.075  0.61
H -1.465 -2.766 0.130  0.39
H -1.886 -1.219 -2.760  0.29
H -0.277 -1.911 -2.692  0.49
H -1.538 0.276 -4.708  0.43
H -0.173 2.077 -5.764  0.44
H 1.882 2.874 -4.597  0.44
H 2.412 1.936 -2.346  0.63
H -2.953 -1.236 -0.599  0.70
H -2.410 0.416 -0.948  0.47
H -4.101 -0.849 1.508  0.48
H -3.915 -0.250 3.918  0.44
H -1.776 0.735 4.752  0.44
H 0.082 1.084 3.134  0.52
H -0.009 -4.160 1.630  0.46
H 1.868 -4.075 3.263  0.45
H 3.406 -2.107 3.228  0.45
H 2.958 -0.277 1.586  0.54
F -0.626 1.978 -0.645  -0.45
Te 1.869 3.682 0.376  1.60
F 3.451 4.229 -0.586  -0.48
F 1.687 5.347 1.209  -0.41
F 0.615 2.844 1.652  -0.51
F 3.105 3.180 1.660  -0.39
O 2.027 1.329 0.020  -0.72

The net charge is +1. The energy above the lowest of the compared OMol25 structures with the same formula, charge and spin is 5.2 kcal per mole. The multiplicity is 1. For the LUMO energy, the calculation gives -3.601 eV. Its HOMO-LUMO gap is 9.28 eV.

=====

Entry 4:
The following is a quantum chemistry calculation of a structure of composition C18H18F6N4O8S2SiZn, from OMol25.

Last column: Mulliken charge in e.
Geometry (Å):
Zn -0.238 -0.496 0.056  0.15
C -0.727 0.203 4.752  -1.50
C 0.558 -0.170 4.062  0.58
C 1.650 -0.652 4.776  -0.62
C 2.803 -0.963 4.066  -0.39
C 2.833 -0.793 2.699  -0.55
C 1.690 -0.302 2.041  0.10
N 0.587 -0.005 2.743  0.08
N 1.647 -0.109 0.670  0.67
Si 2.580 1.235 0.106  0.20
C 4.210 0.712 -0.652  -1.16
C 1.663 2.285 -1.135  -0.96
C 3.006 2.385 1.523  -1.16
H -0.536 0.919 5.556  0.46
H -1.210 -0.677 5.179  0.28
H -1.417 0.642 4.035  0.20
H 1.587 -0.789 5.848  0.39
H 3.673 -1.355 4.583  0.39
H 3.713 -1.038 2.117  0.43
H 4.066 0.008 -1.476  0.36
H 4.834 0.222 0.101  0.28
H 4.761 1.575 -1.041  0.34
H 1.741 1.932 -2.163  0.31
H 2.067 3.301 -1.098  0.47
H 0.598 2.336 -0.890  0.13
H 3.636 1.907 2.277  0.31
H 2.095 2.723 2.026  0.28
H 3.533 3.264 1.139  0.41
O 1.179 0.163 -6.921  -0.75
C 0.039 0.102 -6.416  0.42
O -1.077 0.189 -6.965  -0.73
C 0.004 -0.110 -4.893  -0.08
C 1.184 -0.229 -4.167  -0.52
C 1.125 -0.426 -2.801  -0.88
N -0.025 -0.532 -2.134  -0.04
C -1.168 -0.471 -2.835  -0.22
C -1.194 -0.241 -4.197  -0.39
C -2.373 -0.916 -1.993  0.97
O -4.647 -0.091 -1.759  -0.16
O -2.026 -1.539 -0.944  -0.74
H 2.125 -0.158 -4.695  0.47
H 2.024 -0.517 -2.202  0.63
H -2.125 -0.199 -4.744  0.58
F -3.212 -1.661 -2.878  -0.46
C -3.372 0.355 -1.514  0.66
F -5.605 0.774 -0.982  -0.26
F -3.086 1.502 -2.202  -0.33
S -2.920 0.855 0.230  1.24
O -1.488 1.134 0.011  -0.47
O -3.697 1.996 0.610  -0.68
N -3.196 -0.246 1.335  -0.50
S -2.536 -1.571 1.829  1.30
O -1.161 -1.889 1.405  -0.66
O -2.734 -1.686 3.248  -0.60
C -3.652 -2.949 1.233  0.35
F -4.089 -2.886 -0.004  -0.16
F -2.972 -4.090 1.409  -0.24
F -4.726 -2.964 2.038  -0.23

The net charge is -2. The energy above the lowest of the compared OMol25 structures with the same formula, charge and spin is 128.9 kcal per mole. The multiplicity is 1. For the LUMO energy, the calculation gives 4.266 eV. Its HOMO-LUMO gap is 7.62 eV.

=====

Entry 5:
The following is a quantum chemistry calculation of an isolated molecule of C18H18FN7OS2, from OMol25.

Last column: Mulliken charge in e.
Geometry (Å):
H -3.540 2.929 -2.793  0.18
N -3.136 1.998 -2.728  -0.88
C -3.011 1.349 -1.590  0.54
N -2.171 0.277 -1.775  -0.23
C -1.376 -0.369 -0.711  1.78
C -1.391 -1.830 -0.921  -0.88
C -2.493 -2.505 -1.288  -0.18
C -2.255 -3.918 -1.594  -0.99
C -0.942 -4.201 -1.428  0.47
C -0.213 -5.434 -1.399  0.01
N 0.404 -6.404 -1.486  -0.48
S 0.001 -2.841 -0.766  -0.09
C -0.027 0.213 -0.685  -1.51
N 0.466 0.013 0.707  0.34
C 1.819 0.316 1.125  0.09
N 2.108 0.006 2.368  -0.42
C 3.358 0.174 2.652  0.54
C 3.710 -0.198 4.083  -1.22
C 4.331 0.718 1.784  0.09
F 5.567 1.145 2.178  -0.31
C 3.849 0.866 0.457  0.25
S 5.062 1.580 -0.663  -0.06
C 4.193 1.592 -2.264  -0.68
N 2.589 0.672 0.125  -0.34
C -0.633 -0.244 1.609  -0.96
C -1.942 -0.133 0.759  -0.23
C -2.614 1.256 0.688  0.02
O -2.823 1.818 1.798  -0.67
N -3.318 1.850 -0.375  0.16
C -4.197 2.938 -0.271  -1.15
H -1.881 0.089 -2.678  0.29
H -3.451 -1.942 -1.350  0.42
H -2.910 -4.731 -1.745  0.46
H 0.715 -0.241 -1.316  0.73
H -0.118 1.362 -0.827  0.31
H 4.075 0.583 4.816  0.27
H 2.863 -0.783 4.535  0.31
H 4.564 -0.774 4.032  0.38
H 4.181 0.494 -2.690  0.23
H 4.706 2.307 -2.897  0.38
H 3.155 1.988 -2.059  0.17
H -0.665 0.397 2.467  0.60
H -0.542 -1.319 2.028  0.28
H -2.526 -0.899 1.004  0.86
H -3.750 3.884 0.012  0.35
H -5.080 2.716 0.303  0.33
H -4.710 3.234 -1.230  0.44

Its SMILES is [H]/N=C1/N[C@@]2(c3ccc(C#N)s3)CN(c3nc(C)c(F)c(SC)n3)C[C@H]2C(=O)N1C. The energy above the lowest of the compared OMol25 structures with the same formula, charge and spin is 3.2 kcal per mole. The multiplicity is 1. For the LUMO energy, the calculation gives -0.004 eV. Its HOMO-LUMO gap is 8.44 eV.

=====

Entry 6:
The following is a quantum chemistry calculation of an isolated molecule of C18H18N4, from OMol25.

Last column: Mulliken charge in e.
Geometry (Å):
C 2.240 1.762 0.839  -1.48
C 1.908 2.028 -0.598  1.03
C 2.656 2.957 -1.309  -0.77
C 2.411 3.211 -2.646  -0.64
C 1.405 2.521 -3.296  -0.80
C 0.649 1.594 -2.600  -0.81
C 0.878 1.345 -1.254  0.24
C 0.061 0.323 -0.491  1.40
C -1.359 0.083 -1.012  -1.45
C -2.023 -1.072 -0.237  0.07
C -2.166 -0.726 1.233  0.18
C -1.311 -1.234 2.201  -0.04
C -1.455 -0.864 3.528  -0.88
C -2.454 0.017 3.901  -0.43
C -3.314 0.525 2.942  -0.66
C -3.171 0.154 1.618  -0.39
N -1.251 -2.267 -0.510  -0.20
C 0.105 -2.158 -0.460  0.30
N 0.994 -3.133 -0.417  -0.83
C 2.169 -2.466 -0.436  -0.29
N 2.060 -1.163 -0.482  -1.31
N 0.725 -0.961 -0.507  1.02
H 3.103 2.349 1.142  0.42
H 1.407 2.019 1.493  0.31
H 2.474 0.707 0.970  0.31
H 3.452 3.487 -0.805  0.35
H 3.007 3.937 -3.178  0.39
H 1.209 2.697 -4.343  0.41
H -0.125 1.062 -3.130  0.30
H -0.016 0.653 0.556  0.11
H -1.333 -0.209 -2.062  0.56
H -1.944 0.996 -0.908  0.33
H -3.025 -1.235 -0.653  0.47
H -0.527 -1.926 1.930  0.38
H -0.782 -1.267 4.270  0.41
H -2.565 0.306 4.936  0.40
H -4.100 1.210 3.226  0.38
H -3.847 0.548 0.872  0.42
H -1.619 -3.147 -0.184  0.36
H 3.115 -2.965 -0.410  0.46

Its SMILES is Cc1ccccc1[C@H]1C[C@H](c2ccccc2)Nc2ncnn21. The energy above the lowest of the compared OMol25 structures with the same formula, charge and spin is 11.5 kcal per mole. The multiplicity is 1. For the LUMO energy, the calculation gives 0.693 eV. Its HOMO-LUMO gap is 9.09 eV.

=====

Entry 7:
The following is a quantum chemistry calculation of a structure of composition C18H18N4NiS4Sb, from OMol25.

Last column: Mulliken charge in e.
Geometry (Å):
Ni 0.757 0.209 -0.054  0.08
C -1.610 0.362 -1.963  -1.27
N -1.136 -0.628 -0.975  0.81
C -0.794 -1.919 -1.589  -1.30
C 0.283 -2.701 -0.863  0.71
C 0.820 -3.852 -1.431  -1.05
C 1.833 -4.501 -0.757  -0.27
C 2.274 -3.991 0.460  -0.84
C 1.669 -2.849 0.946  -0.19
N 0.689 -2.219 0.295  0.23
C -2.017 -0.774 0.191  -1.46
C -1.481 -0.331 1.543  0.88
C -2.303 -0.467 2.648  -0.97
C -1.836 -0.069 3.892  -0.37
C -0.563 0.455 3.990  -0.82
C 0.211 0.561 2.845  -0.45
N -0.248 0.174 1.647  0.80
C -1.033 1.753 -1.781  0.82
C -1.073 2.679 -2.804  -0.99
C -0.498 3.925 -2.581  -0.27
C 0.080 4.196 -1.355  -0.89
C 0.069 3.205 -0.385  -0.31
N -0.481 2.004 -0.602  0.20
H -2.701 0.433 -1.922  0.40
H -1.355 0.015 -2.962  0.37
H -0.438 -1.726 -2.597  0.49
H -1.682 -2.559 -1.666  0.44
H 0.458 -4.212 -2.389  0.41
H 2.288 -5.390 -1.179  0.38
H 3.078 -4.459 1.012  0.38
H 1.984 -2.398 1.882  0.42
H -2.295 -1.825 0.296  0.52
H -2.942 -0.223 0.016  0.54
H -3.298 -0.882 2.530  0.46
H -2.467 -0.169 4.768  0.38
H -0.152 0.793 4.933  0.45
H 1.214 0.994 2.858  0.28
H -1.510 2.420 -3.763  0.40
H -0.471 4.663 -3.374  0.37
H 0.595 5.123 -1.148  0.54
H 0.548 3.361 0.579  0.39
S 2.777 3.104 2.626  -0.73
Sb 4.168 2.813 0.778  0.41
S 3.007 0.304 0.025  -0.38
S 2.100 0.274 -1.811  -0.34
S 3.477 4.323 -0.810  -0.73

The net charge is -1. The multiplicity is 1. For the LUMO energy (spin up / spin down), the calculation gives 2.196 / 2.195 eV. Its HOMO-LUMO gap (spin up / spin down) is 5.21 / 5.20 eV.

=====

Entry 8:
The following is a quantum chemistry calculation of an isolated molecule of C18H18N4O5, from OMol25.

Last column: Mulliken charge in e.
Geometry (Å):
C -3.203 -0.398 -2.479  -1.71
C -3.097 -0.524 -0.956  1.79
C -3.804 0.616 -0.242  -0.19
C -3.441 1.926 -0.528  -0.12
C -4.069 2.979 0.112  -0.83
C -5.063 2.737 1.044  -0.39
C -5.415 1.433 1.345  -0.75
C -4.785 0.376 0.710  -0.17
N -3.526 -1.829 -0.511  -0.09
C -2.574 -2.520 0.154  0.34
O -2.647 -3.608 0.655  -0.67
N -1.427 -1.709 0.133  0.17
C -0.178 -2.072 0.764  -0.76
C 0.283 -0.874 1.580  0.27
O -0.383 -0.399 2.467  -0.63
N 1.491 -0.302 1.257  -0.11
C 2.381 -0.572 0.209  0.75
O 2.402 -1.606 -0.416  -0.71
N 3.235 0.451 -0.018  -0.21
C 4.288 0.357 -1.013  -0.85
C 5.639 0.306 -0.380  0.42
C 6.406 -0.742 0.036  -0.35
C 7.578 -0.178 0.597  -0.44
C 7.433 1.169 0.485  -0.45
O 6.264 1.474 -0.101  -0.36
C -1.630 -0.529 -0.507  0.04
O -0.808 0.339 -0.673  -0.67
H -2.654 0.476 -2.818  0.30
H -4.245 -0.300 -2.773  0.41
H -2.778 -1.280 -2.952  0.46
H -2.649 2.123 -1.232  0.31
H -3.777 3.994 -0.116  0.38
H -5.555 3.559 1.542  0.39
H -6.179 1.233 2.081  0.40
H -5.059 -0.635 0.970  0.40
H -4.447 -2.195 -0.674  0.24
H -0.393 -2.914 1.429  0.43
H 0.566 -2.357 0.018  0.50
H 1.655 0.549 1.785  0.22
H 3.193 1.294 0.532  0.21
H 4.104 -0.563 -1.571  0.36
H 4.227 1.219 -1.683  0.33
H 6.164 -1.781 -0.052  0.49
H 8.408 -0.705 1.021  0.41
H 8.067 1.985 0.769  0.46

Its SMILES is C[C@@]1(c2ccccc2)NC(=O)N(CC(=O)NC(=O)NCc2ccco2)C1=O. The energy above the lowest of the compared OMol25 structures with the same formula, charge and spin is 0.4 kcal per mole. The multiplicity is 1. For the LUMO energy, the calculation gives 0.627 eV. Its HOMO-LUMO gap is 9.52 eV.

=====

Number 1: electronic energy -97471.018 eV. Number 2: electronic energy -62555.174 eV. Number 3: electronic energy -70962.775 eV. Number 4: electronic energy -135571.383 eV. Number 5: electronic energy -55821.684 eV. Number 6: electronic energy -24919.236 eV. Number 7: electronic energy -115843.442 eV. Number 8: electronic energy -35158.114 eV.